98
Properties=species:S:1:pos:R:3 method="wB97M-V/def2-TZVPD" lumo_ev="3.3 / 3.3" multiplicity=3 s2=2.013 total_charge=-2 orbital_gap_ha="0.17595 / 0.17587"
V 0.48 -0.10 -0.30
F 0.94 -1.90 -1.14
C -1.36 -0.99 3.46
C -0.93 -0.94 2.15
C -1.94 -1.06 0.99
O -1.55 -0.63 -0.13
C -3.32 -1.39 1.33
C -3.72 -1.27 2.62
C -2.68 -1.04 3.76
O -2.95 -0.64 4.99
O -4.93 -1.54 2.91
O 0.17 -0.63 1.70
H -0.66 -0.71 4.23
H -4.09 -1.43 0.57
C -1.17 2.29 2.05
C 0.14 2.26 1.79
C 1.11 2.07 2.97
O 2.45 1.97 2.81
C 0.69 1.94 4.28
C -0.67 2.03 4.65
C -1.64 2.35 3.47
O -2.80 2.17 3.80
O -1.16 1.68 5.76
O 0.41 1.90 0.50
H -1.94 2.20 1.30
H 1.38 1.79 5.10
C 3.29 4.54 -2.40
O 2.38 3.43 -2.64
H 2.68 5.26 -1.85
H 4.18 4.28 -1.83
H 3.67 5.00 -3.31
H 2.12 3.48 -3.56
C 3.61 -1.28 0.54
O 2.64 -0.20 0.70
H 3.77 -1.69 1.54
H 3.22 -2.11 -0.05
H 4.52 -0.89 0.09
H 2.92 0.42 1.38
C -2.08 -4.05 -1.36
O -0.68 -4.31 -1.08
H -2.17 -3.04 -0.98
H -2.17 -4.07 -2.45
H -2.81 -4.66 -0.83
H -0.08 -3.58 -1.25
C -1.31 -4.76 2.30
O -0.30 -5.52 1.76
H -1.86 -5.27 3.10
H -0.90 -3.82 2.67
H -2.06 -4.46 1.58
H 0.17 -5.03 1.08
C -0.56 1.80 -2.69
O -0.40 0.49 -2.23
H -1.55 1.85 -3.15
H -0.55 2.59 -1.94
H 0.19 1.98 -3.45
H -0.77 -0.04 -2.95
C 1.87 -3.00 4.22
O 3.33 -3.07 4.11
H 1.42 -2.85 3.23
H 1.53 -3.95 4.63
H 1.53 -2.16 4.82
H 3.57 -2.91 5.02
C -2.56 4.55 -0.48
O -3.96 4.90 -0.57
H -2.04 5.51 -0.55
H -2.48 4.06 0.49
H -2.36 3.88 -1.32
H -4.04 5.44 -1.36
C 3.20 0.19 -2.58
O 2.21 0.80 -1.78
H 4.18 0.57 -2.29
H 3.30 -0.86 -2.33
H 2.96 0.28 -3.64
H 2.33 1.74 -1.90
C 3.76 -4.28 -2.17
O 3.30 -5.43 -2.85
H 2.99 -3.52 -2.28
H 3.97 -4.52 -1.13
H 4.69 -3.93 -2.59
H 2.53 -5.70 -2.34
C -4.38 0.93 -2.18
O -5.39 1.04 -3.26
H -4.76 1.59 -1.40
H -4.48 -0.08 -1.80
H -3.33 1.13 -2.39
H -6.14 0.63 -2.81
C 1.39 5.62 0.41
O 2.26 6.66 0.23
H 1.75 4.64 0.08
H 1.28 5.40 1.47
H 0.45 5.86 -0.08
H 2.17 7.20 1.02
C -0.63 -2.32 -4.54
O -1.28 -1.31 -3.77
H -0.47 -3.19 -3.90
H -1.27 -2.65 -5.36
H 0.38 -2.04 -4.82
H -2.17 -1.59 -3.57

***

16
Properties=species:S:1:pos:R:3 method="wB97M-V/def2-TZVPD" de_lowest_ev=5.343 lumo_ev=0.8 multiplicity=1 orbital_gap_ha=0.35961
C -0.90 -0.64 0.83
C -1.20 0.26 -0.33
N -0.61 1.60 -0.21
C -0.01 0.63 -1.14
C 1.25 0.00 -0.64
C 1.06 -0.42 0.82
O 1.56 -1.58 1.24
H -1.23 -0.25 1.79
H -1.34 -1.64 0.67
H 0.24 -1.41 1.08
H -2.17 0.16 -0.82
H -1.17 2.27 -0.72
H -0.12 0.81 -2.21
H 2.11 0.68 -0.67
H 1.50 -0.90 -1.21
H 1.04 0.43 1.51

***

12
Properties=species:S:1:pos:R:3 method="wB97M-V/def2-TZVPD" de_lowest_ev=4.181 lumo_ev=0.2 multiplicity=1 orbital_gap_ha=0.34129
N 1.58 2.11 -1.40
C 1.22 1.07 -1.04
C 0.76 -0.27 -0.62
O 1.20 -0.66 0.72
C 0.15 -0.72 1.56
C -0.85 0.27 0.99
C -0.73 -0.45 -0.33
H 1.17 -1.01 -1.31
H -0.73 -1.51 0.05
H -1.85 0.27 1.43
H -0.41 1.28 1.06
H -1.49 -0.40 -1.10

***

Short version: maximum force = 6.694, 0.486, 2.026 eV/A, in the order given.
Short version: molar mass = 730.602, 99.133, 95.101 u, in the order given.